No. 1
{"formula": "C5H30N2O9", "method": "ωB97M-V/def2-TZVPD", "gap_ev": 9.0, "total_charge": 0, "e_above_lowest_kj_mol": 607.8, "smiles": "C[C@@H](N)CNCCO.O.O.O.O.O.O.O.O", "elements": ["O", "O", "O", "O", "O", "O", "O", "O", "O", "N", "N", "C", "C", "C", "C", "C", "H", "H", "H", "H", "H", "H", "H", "H", "H", "H", "H", "H", "H", "H", "H", "H", "H", "H", "H", "H", "H", "H", "H", "H", "H", "H", "H", "H", "H", "H"], "coordinates": [[3.3794, 2.8451, 1.5806], [2.6994, 2.2033, -1.6912], [-2.7588, -2.5911, -1.4927], [1.3814, 0.1016, -2.4966], [0.8273, -3.2321, -3.2766], [-0.6562, -3.7803, 1.2583], [-2.0554, 3.3451, -0.5273], [0.5120, -2.0114, -1.0986], [-0.1371, 2.3861, -3.7298], [0.6179, 0.9125, 0.7512], [-0.9420, -0.8612, 3.0899], [1.9802, 0.9179, 1.3240], [2.1242, 2.4781, 1.8029], [-0.3324, -0.1421, 0.8084], [-2.6562, 0.0165, 1.5836], [-1.2541, 0.1170, 1.9622], [2.9139, 0.4490, 0.7603], [-0.1472, -3.1148, -3.2758], [-1.3960, 3.4097, -1.1133], [1.8716, -0.5235, -2.9717], [-0.5568, -4.5327, 0.6229], [-2.9384, -1.6940, -1.0733], [0.2521, -1.8524, -0.0915], [1.8970, 0.3454, 2.2771], [3.6975, 2.8240, 0.5569], [-3.4062, -3.0997, -1.0918], [2.2725, 1.4670, -1.9096], [-0.2072, -0.7194, 3.7916], [-0.9580, -0.1688, -0.0908], [-1.0869, 2.2323, -3.6525], [-0.2914, -2.1950, -1.6942], [-0.1995, -4.1454, 2.1233], [0.1838, 1.4392, -3.3367], [1.2696, 3.1495, 1.4301], [0.8917, 1.1587, -0.2672], [1.1892, -3.2858, -2.4357], [-2.9910, -0.9144, 1.1267], [-1.1836, 1.1384, 2.3131], [-1.2338, -1.7672, 2.9058], [-3.0689, 0.8771, 1.1811], [0.2488, -1.1527, 1.1080], [-1.7706, 2.9945, 0.2966], [-3.3200, 0.0388, 2.5341], [1.1555, -0.3555, -1.5948], [1.9591, 2.4669, 2.9325], [2.2237, 2.8258, -1.2096]], "forces_ev_per_angstrom": [[4.4, 2.0, -3.5], [5.3, 4.0, 0.7], [1.6, 3.5, -0.3], [-1.8, 0.8, 3.2], [-1.6, -0.1, -3.8], [1.5, -2.0, 1.9], [-4.8, 0.1, 2.4], [-1.6, 0.0, 1.6], [0.6, -3.6, 1.7], [2.5, 1.5, -4.6], [0.0, 3.1, 0.3], [-1.0, 0.3, 2.2], [-2.3, -2.6, 0.7], [1.5, -1.3, 1.1], [-3.3, -1.8, 3.1], [1.0, -1.8, 2.7], [-2.1, 1.3, 0.6], [1.2, -0.4, 0.3], [4.2, 0.2, -3.1], [1.0, -1.7, -1.1], [-0.1, 1.0, 0.7], [0.5, -1.5, -0.9], [0.1, -1.0, -3.3], [0.3, 0.2, -0.6], [-1.6, -0.2, 3.5], [-2.0, -2.0, 1.1], [-3.3, -4.7, -1.5], [-0.6, 0.0, -1.0], [0.6, -0.3, -0.1], [-0.1, 0.4, -0.3], [1.4, 0.6, 2.1], [-1.4, 1.1, -2.6], [-0.5, 3.2, -1.4], [1.2, -1.0, -0.2], [-1.4, -0.4, 1.9], [0.4, 0.0, 2.6], [0.2, 0.0, -0.5], [0.8, 0.1, 0.3], [-0.3, -1.8, -0.2], [-0.3, 1.6, -1.9], [-1.6, 1.7, -0.6], [0.8, -0.4, 0.7], [1.2, -0.3, -1.0], [0.4, 0.3, -2.5], [0.3, 0.1, -1.3], [-1.7, 1.3, 0.9]]}

***

No. 2
{"formula": "C5H30N3O7", "method": "ωB97M-V/def2-TZVPD", "gap_ev": 9.1, "total_charge": 1, "e_above_lowest_kj_mol": 52.8, "elements": ["O", "O", "O", "O", "O", "O", "O", "N", "N", "N", "C", "C", "C", "C", "C", "H", "H", "H", "H", "H", "H", "H", "H", "H", "H", "H", "H", "H", "H", "H", "H", "H", "H", "H", "H", "H", "H", "H", "H", "H", "H", "H", "H", "H", "H"], "coordinates": [[1.6854, 2.5274, -3.4207], [-2.2566, 1.3639, 3.2679], [0.4450, 2.8577, -1.1319], [-2.4961, 2.7991, -1.0111], [1.8823, -1.7301, -1.9213], [0.3530, -4.0140, -1.9298], [3.4921, 0.2971, -0.8696], [1.1991, 1.4107, 1.0198], [0.0442, -2.6763, 3.5487], [-1.5794, -0.6220, -0.3159], [-1.0170, 0.5016, 0.3897], [0.4038, 0.1012, 0.9242], [-1.5969, -0.5517, -1.7754], [-0.0444, -2.0742, 2.2330], [0.3160, -0.5653, 2.2769], [3.2033, -0.6013, -1.1179], [-1.2241, -1.4970, -2.1589], [1.3961, 1.7667, 1.9474], [-2.8053, 3.5696, -0.5160], [0.1255, -4.4124, -1.0839], [0.9297, -0.4987, 0.1899], [1.0441, 2.6909, -1.9031], [-0.3414, 3.2805, -1.4959], [-0.9097, 0.2232, -2.1125], [-2.5634, -0.2793, -2.2059], [2.1546, 1.7695, -3.7859], [-1.0839, -2.1629, 1.9190], [-0.3387, -0.0396, 2.9582], [-1.4624, 0.8694, 1.3173], [-3.1332, 2.7774, -1.7391], [0.9806, -2.7760, 3.8962], [-2.4460, 1.4278, 4.2149], [0.5245, -4.7490, -2.5282], [-0.6152, -2.2931, 4.2040], [0.8737, 2.6297, -3.9310], [3.7178, 0.6838, -1.7231], [-3.1186, 1.6065, 2.9019], [1.3302, -0.5994, 2.6995], [1.2358, -1.8201, -1.2130], [-2.4793, -0.8454, 0.0842], [0.6258, -2.5899, 1.5474], [-0.9368, 1.4393, -0.1483], [1.6432, -2.4754, -2.4846], [2.1058, 1.1811, 0.5979], [0.7371, 2.0989, 0.3849]], "forces_ev_per_angstrom": [[0.1, 0.0, -0.2], [-0.6, 0.2, 0.4], [0.4, 0.2, -0.3], [-0.5, 0.5, -0.3], [0.0, 0.3, 0.0], [-0.1, -0.1, -0.1], [-0.2, -0.1, 0.0], [0.4, -0.9, -0.7], [-0.2, -0.6, -0.7], [-0.7, 0.4, 0.7], [1.8, 0.3, 0.9], [-1.2, 1.1, 0.1], [0.3, 0.2, 0.2], [-0.6, 0.9, 0.8], [1.5, -1.1, -0.3], [0.0, 0.2, 0.0], [-0.3, -0.1, -0.4], [-0.4, 0.0, 0.3], [0.2, -0.1, 0.2], [0.0, -0.1, 0.0], [0.1, 0.0, 0.0], [-0.2, 0.1, 0.5], [-0.2, -0.1, 0.2], [0.2, 0.0, 0.1], [-0.1, -0.3, 0.1], [-0.1, 0.0, -0.1], [0.1, -0.3, -0.4], [-0.2, 0.2, 0.0], [-1.0, -0.8, -0.2], [0.2, -0.2, 0.0], [0.1, 0.2, 0.3], [0.3, -0.1, 0.0], [-0.1, -0.1, 0.1], [0.2, 0.1, 0.2], [0.2, -0.1, -0.2], [0.1, 0.1, 0.2], [0.2, -0.1, -0.2], [0.0, 0.4, 0.2], [-0.1, -0.1, -0.1], [0.0, -0.2, -0.3], [-0.1, -0.1, -0.1], [-0.1, -0.4, -0.8], [0.1, -0.1, 0.1], [0.2, 0.3, -0.2], [0.4, 0.2, 0.1]]}

***

No. 3
{"formula": "C5H30NO10S", "method": "ωB97M-V/def2-TZVPD", "gap_ev": 8.9, "total_charge": -1, "e_above_lowest_kj_mol": 401.9, "elements": ["S", "O", "O", "O", "O", "O", "O", "O", "O", "O", "O", "N", "C", "C", "C", "C", "C", "H", "H", "H", "H", "H", "H", "H", "H", "H", "H", "H", "H", "H", "H", "H", "H", "H", "H", "H", "H", "H", "H", "H", "H", "H", "H", "H", "H", "H", "H"], "coordinates": [[-0.8736, 0.0163, -3.1492], [-0.2665, -2.2832, 2.9319], [1.6783, -0.6660, 2.2692], [2.8213, 0.4966, -1.9616], [-0.0558, -3.6474, 0.9517], [-3.5269, 0.7259, 1.3584], [-1.2061, 3.8753, 0.4487], [-2.0760, -3.9472, -0.6302], [0.9207, 2.5475, -2.9053], [1.2889, -3.3679, -1.1814], [2.1630, 3.3155, 0.4205], [-0.7430, 0.5845, 1.8510], [1.7367, 0.2261, 1.2377], [-0.5069, 1.6593, 2.8195], [-1.1071, 0.7336, -1.5135], [0.2654, 0.6850, 0.7877], [-0.1324, 0.0231, -0.5223], [0.6826, -0.4188, -1.1079], [-0.9304, 1.8106, -1.5464], [-0.8467, 1.3735, 3.8243], [-1.6942, 3.2322, 0.9590], [2.3992, 2.3850, 0.2978], [0.0687, -2.7097, 1.8301], [-2.5752, 0.9432, 1.4880], [1.3036, 1.6467, -3.0818], [-2.1928, -3.4485, 0.1796], [1.5473, 3.4977, -0.2998], [-0.1981, -4.4348, 1.4968], [0.0047, -0.8843, -2.7650], [-0.6734, -0.3662, 2.2232], [2.8018, 0.1198, -1.0640], [-1.1431, 2.4874, 2.4440], [1.0676, 2.7754, -1.9842], [-3.6387, 0.5032, 0.4316], [-1.7503, 4.0967, -0.3177], [0.7312, -3.4831, -0.2963], [0.3769, 1.7671, 0.6060], [-1.1304, -4.1485, -0.5186], [3.2122, -0.1945, -2.5051], [0.8878, -4.0208, -1.7713], [2.3740, 1.1148, 1.4497], [0.9316, -1.3176, 2.4328], [2.3738, -0.0917, 0.4016], [-2.1281, 0.5472, -1.1242], [-0.5952, -0.9435, -0.2997], [0.5195, 2.0014, 2.8570], [0.4271, -2.7409, 3.4249]], "forces_ev_per_angstrom": [[-0.8, 0.3, -0.6], [1.4, 0.2, -1.0], [1.6, -0.2, 1.1], [0.3, 0.0, 0.2], [0.6, 0.4, 0.5], [-0.2, 0.6, 0.2], [0.3, 0.5, -0.5], [-0.1, -0.4, -0.5], [0.3, -0.4, -0.7], [-0.7, -0.2, 0.6], [0.1, -0.1, -0.3], [1.0, -0.3, -0.8], [-1.2, 0.7, -0.4], [-1.2, -0.1, 0.0], [0.1, -0.3, 1.5], [1.2, 1.0, -0.9], [-0.7, -1.5, -0.5], [0.5, 1.0, 0.4], [0.0, -0.2, -0.1], [0.1, 0.1, -0.3], [-0.4, -0.3, 0.0], [0.0, 0.4, 0.0], [-1.7, -1.4, 0.7], [-0.1, -0.8, -0.2], [-0.5, 1.3, 0.8], [-0.1, 0.2, 0.2], [0.0, 0.2, 0.3], [0.2, 0.4, -0.2], [0.3, -0.6, 0.1], [-0.3, 0.4, 0.5], [-0.1, 0.0, -0.6], [0.6, -0.1, 0.9], [0.3, -0.5, -0.2], [0.2, 0.0, 0.0], [0.0, -0.2, 0.2], [1.1, 0.0, -1.0], [-0.2, -0.3, -0.1], [-0.4, 0.2, 0.0], [0.0, -0.1, 0.0], [0.2, 0.3, 0.0], [-0.7, -0.3, 1.3], [-0.2, 0.8, -0.6], [-0.7, -1.1, -0.3], [0.4, 0.2, -0.6], [-0.4, 0.0, 0.4], [0.3, 0.0, 0.1], [-0.3, 0.0, 0.4]]}

***

No. 4
{"formula": "C5H30NO11", "method": "ωB97M-V/def2-TZVPD", "gap_ev": [8.8, 3.4], "s2": 0.7571, "multiplicity": 2, "total_charge": 2, "elements": ["O", "O", "O", "O", "O", "O", "O", "O", "O", "O", "O", "N", "C", "C", "C", "C", "C", "H", "H", "H", "H", "H", "H", "H", "H", "H", "H", "H", "H", "H", "H", "H", "H", "H", "H", "H", "H", "H", "H", "H", "H", "H", "H", "H", "H", "H", "H"], "coordinates": [[3.3745, -1.4814, -1.3535], [-0.9866, 1.7118, 0.4366], [2.4814, 2.3637, 0.5595], [-2.4195, -0.3144, 1.5221], [0.3981, -0.7835, 1.6691], [-0.8241, 1.6200, 3.4005], [-3.5794, 1.1173, -0.0442], [-0.0196, -3.3488, -1.8800], [0.3960, 3.7442, -0.1984], [2.9499, -2.2658, 1.5687], [-1.0241, -2.6297, 1.6808], [-0.8552, 1.7140, -2.0489], [-0.8353, -1.2789, -0.4230], [0.2459, -0.5589, -1.1576], [1.0373, 0.5586, -3.3568], [-0.1785, 0.2997, -2.4269], [-0.3573, -1.5684, 1.1092], [-4.0630, 1.1668, 0.7903], [0.8245, -1.2790, -1.7293], [-1.3626, 0.8895, 3.1768], [0.4487, 4.7521, 0.1222], [-1.7305, 1.6162, -1.5289], [-0.2248, 2.1782, -1.3927], [-3.7048, 1.9813, -0.4331], [-1.1409, -0.2698, -2.9167], [-1.2788, -2.1479, -0.9397], [3.6760, -2.2067, -0.8442], [1.5372, -0.3880, -3.4687], [3.2682, 2.5353, 1.1405], [-0.3560, -3.6152, -1.0506], [-1.0461, 2.3114, -2.8938], [1.2588, 3.3555, 0.1859], [0.6391, -4.0217, -1.9494], [0.8149, 1.0726, -4.2422], [-0.0316, 1.3568, 3.0017], [-3.0605, 0.3295, 2.0039], [1.5229, 1.3498, -2.7534], [3.6763, -1.6943, 1.7841], [2.4799, -1.5451, -1.4960], [0.9651, -0.1058, -0.4652], [-1.6236, -0.5279, -0.2508], [-1.3027, 0.9483, 0.8450], [-1.2854, 2.3265, 1.0598], [-2.6643, -1.2114, 1.7581], [2.5203, -2.2325, 2.4218], [2.3922, 1.4797, 0.4883], [-0.6079, -2.9802, 2.5584]], "forces_ev_per_angstrom": [[2.9, 1.8, -0.4], [1.6, -0.2, -1.4], [1.8, 4.5, 1.4], [-1.7, 1.5, 2.5], [-0.4, -1.1, -0.5], [-1.0, 1.3, 0.8], [-0.3, 0.2, -0.3], [0.4, 0.3, -0.7], [1.5, 3.2, 1.6], [-0.7, 0.0, 0.1], [2.7, 1.0, 0.4], [0.6, -1.0, -1.5], [-0.5, 1.3, 0.7], [1.2, 0.6, -2.1], [-1.3, 0.7, 3.1], [-3.6, -0.5, -0.4], [-2.1, -1.5, 0.0], [-0.4, 0.1, -0.5], [-0.1, -0.4, 0.4], [-1.3, -1.2, 0.1], [-0.3, -3.3, -1.3], [0.2, -0.2, -0.1], [0.0, 0.8, 0.0], [-0.4, 0.5, -0.2], [2.6, 1.2, 0.9], [0.4, 0.5, 0.8], [0.2, -1.2, 0.7], [0.7, 0.1, -0.3], [-1.1, -0.2, -0.9], [-1.0, -0.5, 1.4], [0.5, -0.8, 0.9], [-1.6, 0.7, -0.7], [1.1, -0.8, -1.1], [-0.7, 0.1, -1.6], [2.3, 0.0, -0.7], [1.6, -2.1, -1.0], [1.0, -0.8, -0.3], [1.1, 0.5, -0.4], [-2.8, -0.7, -0.3], [-0.3, 0.5, -0.5], [0.0, -0.7, 0.2], [-1.0, -2.2, 0.7], [-0.2, 2.4, 1.4], [-0.6, -0.1, 0.4], [-0.4, -0.5, 0.5], [-0.2, -4.6, -0.4], [-0.8, 1.0, -1.7]]}

***

No. 5
{"formula": "C5H31N2O10", "method": "ωB97M-V/def2-TZVPD", "gap_ev": 9.2, "total_charge": 1, "e_above_lowest_kj_mol": 524.2, "elements": ["O", "O", "O", "O", "O", "O", "O", "O", "O", "O", "N", "N", "C", "C", "C", "C", "C", "H", "H", "H", "H", "H", "H", "H", "H", "H", "H", "H", "H", "H", "H", "H", "H", "H", "H", "H", "H", "H", "H", "H", "H", "H", "H", "H", "H", "H", "H", "H"], "coordinates": [[-1.5574, 1.5941, -1.7436], [-1.4458, -1.1387, -3.3581], [3.1524, 2.1296, -2.5093], [1.8143, 2.9306, 2.2050], [0.0101, -1.1688, 4.6139], [-2.6580, -2.9375, 0.5879], [-2.1467, -1.4940, 2.8748], [-3.7617, -0.3775, -1.9582], [1.9293, 0.2914, 3.2430], [0.7436, 2.3153, -0.8849], [0.7976, -0.5189, -1.8433], [0.5529, -0.0058, 1.0526], [0.0725, -1.2824, 0.3731], [0.9396, -1.5676, -0.8192], [-0.2524, 1.1840, 1.1256], [1.9821, -0.4987, -2.7776], [-0.1475, 2.2319, -0.0487], [0.9095, -1.5065, 4.6674], [3.8333, 2.5062, -1.9495], [-3.6174, -2.7626, 0.5921], [-1.0359, 1.0520, -2.3475], [-2.5738, -2.6250, 1.5125], [1.7722, 0.3405, -3.3923], [1.9971, -1.7255, -0.5776], [1.9539, 1.0580, 3.8367], [0.1148, 1.8488, 1.9254], [-2.3832, -1.2509, -3.0838], [2.0277, 2.3554, 1.4468], [-1.2623, 0.7613, 1.1910], [-3.8403, -1.3417, -1.8445], [2.2839, 2.2752, -2.0771], [-0.0488, -0.7531, -2.4173], [-0.7766, 3.1334, 0.0296], [2.3530, 3.6965, 1.9411], [-1.5399, -0.8054, 2.6253], [2.1297, -1.4467, -3.3001], [-2.4242, -1.6301, 3.7792], [2.9571, -0.1846, -2.3338], [-1.5403, -0.3588, -3.9347], [1.4941, -0.0132, 1.4393], [2.7594, -0.1889, 3.3408], [-1.0032, -1.3043, 0.3010], [0.5547, -2.5472, -1.2766], [0.0608, -0.7205, 3.7653], [0.5847, 0.3955, -1.4104], [0.2642, -2.1099, 1.0763], [-4.4901, -0.2058, -1.3177], [-1.5391, 2.3710, -2.3400]], "forces_ev_per_angstrom": [[-0.3, 0.4, -1.7], [-0.8, 0.6, -0.4], [-0.7, -0.1, 0.0], [1.0, 0.4, -1.1], [0.1, -0.2, 0.0], [-1.3, 0.6, 0.7], [-1.2, -1.2, -1.5], [-1.3, -1.1, 1.2], [0.5, 0.1, 0.4], [0.3, -0.9, 0.8], [0.5, -0.8, -0.7], [-0.3, -1.2, -1.4], [2.0, 1.2, 2.5], [-1.6, -2.2, -0.7], [0.4, -0.5, -1.5], [0.6, 0.7, 0.6], [0.7, 0.6, 0.3], [0.0, -0.1, 0.4], [-0.1, 0.2, 0.1], [0.2, -0.5, -0.9], [-0.2, -0.7, 0.4], [1.1, -0.1, 0.0], [0.0, 0.3, -1.3], [-0.3, 0.4, 0.1], [0.2, -0.2, -0.2], [-0.9, -0.6, 0.3], [0.9, 0.1, 0.1], [-0.2, -0.1, 0.5], [-0.3, 1.2, 0.3], [0.4, -0.1, -0.4], [0.9, 0.2, 0.0], [0.3, -0.2, 0.3], [-0.4, -0.4, 0.4], [-0.3, 0.1, 0.6], [0.1, 0.4, 1.0], [-0.6, 0.2, 0.1], [0.8, 0.8, 0.4], [-1.1, -0.5, 0.4], [0.1, -0.5, -0.1], [-0.8, 0.1, -0.2], [0.1, 0.3, 0.3], [-0.3, 0.3, -0.8], [0.7, 1.3, 0.4], [0.1, 0.2, 0.0], [1.0, 0.0, 0.1], [0.0, 0.1, -0.1], [0.6, 0.9, -0.7], [-0.5, 0.3, 0.9]]}